[1]
A molecular structure, C16H35NOP2SiV at a distorted geometry, computed with ωB97M-V/def2-TZVPD.

- net charge = 0
- spin multiplicity = 2
- LUMO level (spin up / spin down) (Ha) = 0.0054 / 0.0224
- ⟨S²⟩ = 0.857
- orbital gap (spin up / spin down) (eV) = 7.00 / 7.82
- E_tot (eV) = -72839.6558

CARTESIAN COORDINATES (ANGSTROEM)
V  -0.3730  0.3109  0.1130
Si  1.9965  0.4819  -0.6141
P  -0.6616  0.5651  -2.3900
N  -0.7443  -1.3946  0.1353
H  -0.4288  1.7683  1.2438
C  -2.4293  0.6228  -2.8367
H  -2.5410  0.5619  -3.9307
H  -2.8762  1.5487  -2.4550
H  -2.9353  -0.2293  -2.3623
C  -0.0193  2.0637  -3.2188
H  -0.4264  2.1073  -4.2393
H  1.0757  2.0322  -3.2596
H  -0.3333  2.9535  -2.6576
C  -0.1384  -0.8074  -3.4843
H  -0.3689  -0.5480  -4.5277
H  -0.6846  -1.7170  -3.2040
H  0.9340  -0.9948  -3.3741
C  2.8585  2.1493  -0.3318
H  2.6324  2.5708  0.6562
H  2.5523  2.8556  -1.1150
H  3.9425  1.9822  -0.4139
H  2.9309  -0.4972  0.0129
H  2.2558  0.2628  -2.0678
C  -0.6338  -2.6849  -0.1567
C  -1.6160  -4.9200  -0.2728
C  -1.7394  -3.5737  0.0284
C  0.5903  -3.2284  -0.6699
C  0.6816  -4.5792  -0.9703
C  -0.4086  -5.4296  -0.7741
H  -2.4694  -5.5780  -0.1118
H  -2.6616  -3.1257  0.4165
H  1.4388  -2.5418  -0.8136
H  1.6227  -4.9740  -1.3595
H  -0.3226  -6.4876  -1.0054
C  -1.2940  2.4879  0.7028
O  -1.8285  1.6365  -0.2554
C  -2.3785  2.8738  1.7193
H  -2.1798  3.8672  2.1418
H  -2.4159  2.1432  2.5335
H  -3.3590  2.8970  1.2349
C  -0.6128  3.7157  0.0872
H  -1.1383  4.0292  -0.8283
H  0.4422  3.5332  -0.1689
H  -0.6456  4.5523  0.7919
C  0.1607  -1.5528  3.1175
P  0.8826  -0.0168  2.4009
C  0.5232  1.1991  3.7191
C  2.6661  -0.3540  2.7213
H  -0.9355  -1.5124  3.0605
H  0.4666  -1.6640  4.1696
H  0.5024  -2.4281  2.5473
H  0.9254  0.8345  4.6750
H  0.9925  2.1572  3.4638
H  -0.5596  1.3533  3.8092
H  2.8522  -0.3555  3.8070
H  2.9398  -1.3340  2.3099
H  3.2937  0.4120  2.2507

[2]
4 unconnected molecules or ions with the total composition C16H36BFNO9 at a distorted geometry, computed with ωB97M-V/def2-TZVPD.

- net charge = -1
- LUMO level (Ha) = 0.0715
- orbital gap (eV) = 5.35
- E_tot (eV) = -40486.8123

CARTESIAN COORDINATES (ANGSTROEM)
C  -4.1933  -1.3325  0.8385
C  -3.7377  0.2358  1.0919
N  -4.5550  1.2298  0.2968
B  -5.7080  1.8189  1.0886
C  -6.7994  0.7260  1.6527
C  -7.4343  -0.2731  0.5170
F  -8.8599  0.1020  0.2563
H  -4.7298  -1.6927  1.8141
H  -4.8971  -1.3219  -0.1023
H  -3.2434  -1.9576  0.5410
H  -3.6638  0.4660  2.2423
H  -2.6225  0.3116  0.6790
H  -4.8423  0.8691  -0.6395
H  -5.3423  2.4741  1.9931
H  -6.3162  2.5506  0.3601
H  -7.7140  1.3621  2.0813
H  -6.4152  0.0871  2.5736
H  -7.4335  -1.3940  0.9197
H  -6.7954  -0.2375  -0.4632
C  -0.8350  1.3890  -1.3905
C  0.0550  1.7649  -0.2187
O  1.0827  0.7866  -0.0191
C  2.1234  0.8434  -0.8847
O  2.2598  1.6482  -1.7961
O  2.9811  -0.1637  -0.5843
C  4.0747  -0.2805  -1.4913
H  -1.2314  0.3762  -1.2641
H  -1.6698  2.0891  -1.4833
H  -0.2768  1.3950  -2.3319
H  -0.5448  1.7855  0.6981
H  0.4882  2.7641  -0.3420
H  4.6091  0.6692  -1.5968
H  3.7152  -0.6316  -2.4636
H  4.7698  -1.0233  -1.0903
C  1.0596  0.4529  4.8012
C  -0.1930  0.2949  5.6453
O  -0.6179  1.5565  6.1757
C  -1.2550  2.3751  5.3042
O  -1.5002  2.1285  4.1312
O  -1.5546  3.5306  5.9486
C  -2.1385  4.5246  5.1099
H  1.8456  0.9613  5.3691
H  1.4312  -0.5218  4.4730
H  0.8666  1.0625  3.9129
H  0.0284  -0.3504  6.5026
H  -1.0035  -0.1833  5.0836
H  -3.0133  4.1354  4.5790
H  -1.3921  4.8991  4.4025
H  -2.4624  5.3550  5.7434
C  7.9596  -4.7390  -5.5886
C  6.7070  -4.8969  -4.7445
O  6.2821  -3.6354  -4.2141
C  5.6450  -2.8168  -5.0856
O  5.3998  -3.0633  -6.2586
O  5.3454  -1.6612  -4.4412
C  4.7615  -0.6673  -5.2799
H  8.7456  -4.2306  -5.0207
H  8.3312  -5.7136  -5.9168
H  7.7666  -4.1294  -6.4769
H  6.9284  -5.5423  -3.8872
H  5.8965  -5.3751  -5.3062
H  3.8867  -1.0564  -5.8108
H  5.5079  -0.2928  -5.9873
H  4.4376  0.1631  -4.6463

[3]
12 unconnected molecules or ions with the total composition C16H36F2N10O26 at a distorted geometry, computed with ωB97M-V/def2-TZVPD.

- net charge = +1
- spin multiplicity = 2
- LUMO level (spin up / spin down) (Ha) = -0.1558 / -0.3832
- ⟨S²⟩ = 0.754
- orbital gap (spin up / spin down) (eV) = 7.80 / 1.61
- E_tot (eV) = -90706.1706

CARTESIAN COORDINATES (ANGSTROEM)
C  -0.0212  -1.4450  5.1216
N  1.3099  -1.0935  5.7607
O  2.2914  -1.7426  5.4861
O  1.3013  -0.3034  6.6832
H  -0.7656  -0.7628  5.5322
H  -0.2710  -2.4493  5.4640
H  0.0243  -1.2693  4.0468
C  3.0851  2.4943  2.0498
N  2.0512  1.8490  2.8590
O  1.5340  2.4696  3.7692
O  1.7029  0.6840  2.6554
H  3.4711  1.7756  1.3269
H  3.8828  2.9363  2.6467
H  2.6201  3.3121  1.4992
C  -2.6928  -2.2288  -3.2524
N  -2.1221  -3.3120  -4.0949
O  -2.5706  -3.4383  -5.2313
O  -1.2978  -4.0389  -3.5939
H  -3.7725  -2.1471  -3.3772
H  -2.1161  -1.3547  -3.5549
H  -2.4882  -2.4139  -2.1979
C  -0.3629  -0.8299  0.3867
N  0.5396  -0.8184  -0.8495
O  0.1876  -0.4120  -1.9342
O  1.6605  -1.1136  -0.5835
H  0.0280  -1.3601  1.2551
H  -1.2801  -1.2727  -0.0018
H  -0.6136  0.1836  0.7001
C  -4.1767  -4.1309  2.0571
N  -2.9688  -3.4113  1.6494
O  -2.6357  -3.2616  0.4592
O  -2.2110  -2.9709  2.5691
H  -5.0315  -3.6408  1.5910
H  -4.4480  -4.1353  3.1128
H  -3.9690  -5.1330  1.6820
C  1.7886  -3.2023  -2.9116
N  2.6101  -4.2796  -3.5114
O  3.6076  -3.8889  -4.0601
O  2.3438  -5.4334  -3.4087
H  0.9258  -3.7331  -2.5093
H  1.5243  -2.5446  -3.7397
H  2.4967  -2.7613  -2.2100
C  -4.0893  -0.4956  3.7194
N  -3.2814  0.6051  3.1970
O  -3.8497  1.7320  3.1757
O  -2.1899  0.3837  2.7522
H  -3.4444  -1.2614  4.1504
H  -4.7515  -0.9340  2.9728
H  -4.7486  -0.1332  4.5081
C  -0.0748  2.8188  -3.8902
N  -0.5435  3.4711  -2.5955
O  -0.5645  2.7716  -1.6057
O  -1.0255  4.5718  -2.5974
H  0.9727  3.1102  -3.8138
H  -0.5615  3.2240  -4.7773
H  -0.2717  1.7480  -3.8375
C  4.4508  -1.0953  1.9421
N  5.7447  -0.4554  1.4980
O  5.7382  0.6947  1.0213
O  6.7458  -1.0854  1.6445
H  4.3290  -0.8457  2.9961
H  4.5252  -2.1717  1.7872
H  3.6106  -0.6964  1.3737
C  -5.0448  0.5457  -1.6335
N  -3.8056  0.8707  -0.8652
O  -2.7816  0.3997  -1.3111
O  -3.8853  1.5709  0.0990
H  -4.7220  -0.2650  -2.2867
H  -5.1610  1.4075  -2.2907
H  -5.9129  0.2643  -1.0375
C  3.1488  0.2908  -3.6141
C  4.5279  -0.2024  -3.1376
O  5.3156  0.8360  -3.6612
C  4.6737  1.3418  -4.7325
O  5.1889  2.1664  -5.5022
O  3.4646  0.8463  -4.8279
F  4.6855  -1.3981  -3.7807
H  2.7133  1.0105  -2.9210
H  2.4987  -0.5654  -3.7942
H  4.6578  -0.3064  -2.0604
C  -1.6491  4.5524  0.6304
C  -0.4473  3.9364  1.3021
O  -0.6164  4.3894  2.5856
C  -1.3757  5.4605  2.6204
O  -1.6265  6.0580  3.6511
O  -2.0367  5.5257  1.5114
F  0.6449  4.4498  0.7558
H  -2.4887  3.8595  0.5747
H  -1.3947  4.7724  -0.4065
H  -0.4640  2.8546  1.1704